The following is a quantum chemistry calculation of a single C6H9N molecule in a non-equilibrium geometry, from the OMol25 dataset.

```
! wB97M-V def2-TZVPD RIJCOSX def2/J DEFGRID3
* xyz 0 1
C -0.98706 -0.62840 1.81821
C -0.66234 -0.92798 0.40105
N -1.35931 0.48356 0.98359
C -0.07374 1.15292 0.61430
C 0.26626 0.00134 -0.29037
C 1.45880 -0.25623 -1.12407
C 0.18520 0.23958 -1.77332
H -0.24162 -0.51435 2.60394
H -1.92204 -1.04308 2.20314
H -0.89413 -1.86412 -0.15111
H 0.65934 1.25549 1.43115
H -0.22538 2.11904 0.12571
H 1.73841 -1.28657 -1.32451
H 2.28259 0.43325 -0.98522
H 0.13834 1.27573 -2.10784
H -0.36331 -0.44018 -2.42465
*
```

Its SMILES is C1[C@H]2N1CC21CC1. Its HOMO-LUMO gap is 9.63 eV. As for the energy relative to the best compared isomer or geometry (same formula, charge and spin): 3.996 eV. As for the HOMO energy: -0.3152 Ha. As for the LUMO energy: 1.06 eV.

=====

The following is a quantum chemistry calculation of a single CH4N2OS molecule in a non-equilibrium geometry, from the OMol25 dataset.

```
! wB97M-V def2-TZVPD RIJCOSX def2/J DEFGRID3
* xyz 0 1
O -1.17512 -1.18319 -0.05375
N -1.64734 0.13139 0.06716
C -0.63441 1.11161 -0.06779
N 0.58140 1.04197 0.19025
S 1.44433 -0.40423 -0.07871
H -1.40511 -1.54170 0.84691
H -2.48118 0.26751 -0.50916
H -1.10858 2.10636 -0.29853
H 2.55466 0.21793 0.25498
*
```

Its SMILES is ON/C=N\S. Its HOMO-LUMO gap is 8.90 eV. As for the energy relative to the best compared isomer or geometry (same formula, charge and spin): 3.260 eV. As for the HOMO energy: -0.3006 Ha. As for the LUMO energy: 0.72 eV.

=====

The following is a quantum chemistry calculation of a single C3H9N3 molecule in a non-equilibrium geometry, from the OMol25 dataset.

```
! wB97M-V def2-TZVPD RIJCOSX def2/J DEFGRID3
* xyz 0 1
C -0.73349 -0.42418 -1.26243
C -0.68952 -0.33900 1.34793
N 1.66355 0.90764 -0.08376
N 0.92195 1.91981 -0.31944
C 0.10001 -0.80952 0.12359
N 1.44102 -0.34587 0.04723
H 2.65963 1.09475 -0.25312
H -0.05087 1.78473 -0.06236
H 0.18405 -1.89986 0.15470
H -1.60818 -1.07288 -1.20713
H -0.13303 -0.70054 -2.12685
H -1.10348 0.59625 -1.35172
H -0.18950 -0.70159 2.24977
H -1.69755 -0.75431 1.31492
H -0.76457 0.74456 1.42866
*
```

Its HOMO-LUMO gap is 9.66 eV. As for the energy relative to the best compared isomer or geometry (same formula, charge and spin): 3.121 eV. As for the HOMO energy: -0.3170 Ha. As for the LUMO energy: 1.04 eV.

=====

The following is a quantum chemistry calculation of a single C4H7NO2 molecule, from the OMol25 dataset.

```
! wB97M-V def2-TZVPD RIJCOSX def2/J DEFGRID3
* xyz 0 1
O 0.67006 -1.12937 -1.47757
C 0.58964 -0.84587 -0.09969
C -0.77689 -0.78100 0.59663
N -0.39075 0.48217 1.28848
C 0.84072 0.57871 0.37381
C -0.30117 1.49474 0.25155
O -1.07194 1.48601 -0.89563
H 0.63809 -2.09253 -1.56967
H 1.26910 -1.49249 0.47057
H -0.99641 -1.57800 1.30829
H -1.61374 -0.63820 -0.09286
H 1.81774 0.93266 0.68507
H -0.20610 2.48291 0.70113
H -0.46835 1.10026 -1.54010
*
```

Its SMILES is O[C@@H]1CN2[C@@H]1[C@H]2O. Its HOMO-LUMO gap is 10.07 eV. As for the energy relative to the best compared isomer or geometry (same formula, charge and spin): 3.199 eV. As for the HOMO energy: -0.3472 Ha. As for the LUMO energy: 0.62 eV.

=====

The following is a quantum chemistry calculation of a molecular structure, C22H44O44S11 in a non-equilibrium geometry, from the OMol25 dataset.

```
! wB97M-V def2-TZVPD RIJCOSX def2/J DEFGRID3
* xyz 0 1
C 0.34430 -2.69211 4.93313
C -0.74514 -2.13496 5.86133
O -1.51837 -1.29040 5.03587
S -0.55227 -0.54838 3.95443
O 0.04829 0.58140 4.58789
O -1.25849 -0.33884 2.74463
O 0.40931 -1.83616 3.80909
H 0.12466 -3.69897 4.58664
H 1.27827 -2.68734 5.49942
H -0.30261 -1.59015 6.69857
H -1.33334 -2.94093 6.29378
C 3.59783 -3.05012 -1.72682
C 3.51867 -4.04780 -0.57175
O 4.84106 -4.57276 -0.37203
S 5.92694 -3.89806 -1.34456
O 6.19776 -4.79717 -2.41165
O 6.96746 -3.29967 -0.58242
O 4.96294 -2.71382 -1.87186
H 3.03046 -2.16662 -1.46062
H 3.21875 -3.50045 -2.64558
H 2.72639 -4.78824 -0.66802
H 3.30411 -3.55910 0.38486
C 0.13340 0.13097 -1.39478
C -0.41251 0.78604 -0.13069
O 0.54924 0.53089 0.90568
S 1.52737 -0.66196 0.46619
O 0.88130 -1.91697 0.67859
O 2.80991 -0.40558 1.02181
O 1.49234 -0.25585 -1.07073
H 0.21600 0.72409 -2.30264
H -0.39259 -0.76712 -1.72387
H -1.35465 0.30898 0.14591
H -0.59414 1.85477 -0.15762
C -3.79429 3.46143 -2.96744
C -2.83225 4.41670 -3.72879
O -2.56435 5.46334 -2.80765
S -2.48654 4.72117 -1.34952
O -2.66541 5.70514 -0.35046
O -1.45074 3.74599 -1.30174
O -3.89369 3.98176 -1.64833
H -3.38920 2.45143 -2.92516
H -4.78919 3.45596 -3.40777
H -3.24434 4.85604 -4.63608
H -1.92589 3.90003 -4.05666
C 3.61738 -0.42256 4.45406
C 3.20040 0.91303 3.80170
O 3.25329 1.86238 4.84792
S 4.53446 1.51967 5.76036
O 4.30409 2.04791 7.05578
O 5.75509 1.80774 5.08821
O 4.28729 -0.08241 5.69702
H 4.30505 -1.00250 3.84301
H 2.79919 -1.04865 4.80769
H 2.18264 0.92413 3.42875
H 3.83716 1.01608 2.92408
C -4.84488 -3.23016 0.18537
C -3.83535 -4.19693 -0.43255
O -2.92826 -4.49352 0.62584
S -2.71920 -3.16579 1.50404
O -1.99496 -2.22397 0.72184
O -2.35122 -3.50878 2.82971
O -4.30497 -2.77463 1.42033
H -5.85343 -3.60830 0.35043
H -4.97954 -2.37504 -0.48601
H -3.34205 -3.80421 -1.32062
H -4.26299 -5.15843 -0.71368
C -5.19295 0.04577 2.38711
C -6.14276 0.34040 1.22431
O -5.84038 1.71445 0.95336
S -4.21648 1.84862 0.89999
O -3.86814 3.13169 1.39179
O -3.73077 1.41818 -0.36885
O -3.97805 0.68161 1.97541
H -4.98287 -1.00486 2.52102
H -5.58336 0.48591 3.30445
H -7.19972 0.33269 1.47051
H -5.90075 -0.26903 0.35100
C 6.86012 0.12569 1.18881
C 5.94851 -0.10406 -0.05032
O 5.23235 1.11043 -0.23585
S 5.64258 2.23524 0.82992
O 4.50312 2.88970 1.36177
O 6.66790 3.03404 0.24132
O 6.23352 1.20145 1.91293
H 7.84122 0.50692 0.91003
H 6.87937 -0.75212 1.82503
H 5.21244 -0.87410 0.14740
H 6.68581 -0.31646 -0.82152
C -4.50314 0.59492 -4.78299
C -5.04957 -0.80044 -5.09060
O -4.72373 -1.56641 -3.93772
S -3.24781 -1.15623 -3.44719
O -2.23602 -1.90090 -4.12110
O -3.25687 -1.12436 -2.02913
O -3.27528 0.31076 -4.09292
H -5.16090 1.11144 -4.08651
H -4.28637 1.13249 -5.70095
H -4.55328 -1.30503 -5.92607
H -6.09346 -0.71358 -5.39112
C 0.83313 3.33660 2.90427
C -0.48355 3.80378 2.24099
O -0.74257 5.10691 2.74461
S 0.66939 5.79701 3.11839
O 0.53353 6.67183 4.22724
O 1.28566 6.19120 1.89593
O 1.31783 4.43345 3.66930
H 1.63055 3.07996 2.20280
H 0.62154 2.44269 3.48408
H -1.32030 3.15395 2.49322
H -0.43645 3.80786 1.14980
C 1.07242 -0.92772 -7.29873
C 0.66042 -2.31605 -6.72222
O 1.58918 -2.57586 -5.66980
S 2.12300 -1.20197 -5.05358
O 3.44401 -1.37920 -4.58227
O 1.12281 -0.66097 -4.19088
O 2.07361 -0.42086 -6.43917
H 0.23209 -0.22940 -7.28603
H 1.37845 -1.00291 -8.33985
H 0.77363 -3.08272 -7.48136
H -0.32858 -2.30405 -6.26588
*
```

Its HOMO-LUMO gap is 9.37 eV. As for the energy relative to the best compared isomer or geometry (same formula, charge and spin): 0.917 eV. As for the HOMO energy: -0.3691 Ha. As for the LUMO energy: -0.67 eV.

=====

The following is a quantum chemistry calculation of 8 unconnected molecules or ions with the total composition C32H41BF3N7 in a non-equilibrium geometry, from the OMol25 dataset.

```
! wB97M-V def2-TZVPD RIJCOSX def2/J DEFGRID3
* xyz 0 1
B 7.49092 -2.10129 3.14218
C 7.56704 -3.34373 2.14723
C 7.08261 -2.91151 0.72616
C 7.55218 -1.55182 0.28633
F 6.58571 -0.67094 -0.09355
C 8.79791 -1.12581 0.20477
F 9.08903 0.08376 0.60755
F 9.78835 -1.82757 -0.22264
H 8.38147 -1.30878 3.07979
H 6.61203 -1.90714 3.91485
H 8.56964 -3.79031 2.10395
H 6.85782 -4.09623 2.52238
H 7.32062 -3.70244 0.00083
H 5.98426 -2.86508 0.76268
C 2.55403 0.47827 -3.11762
C 2.36682 1.66077 -2.35403
C 3.20551 1.58354 -1.27424
N 3.88819 0.40029 -1.35245
C 3.50095 -0.27724 -2.47558
H 2.05194 0.21345 -4.03483
H 1.69458 2.47418 -2.57298
H 3.37569 2.26584 -0.45760
H 4.57034 0.07937 -0.68842
H 3.93002 -1.23490 -2.71940
C -1.68371 -1.56012 -6.47505
C -1.87001 -0.37789 -5.71196
C -1.03252 -0.45392 -4.63135
N -0.35027 -1.63875 -4.70897
C -0.73877 -2.31556 -5.83308
H -2.18667 -1.82347 -7.39022
H -2.54185 0.43545 -5.93184
H -0.86331 0.22874 -3.81526
H 0.33056 -1.96001 -4.04392
H -0.31121 -3.27387 -6.07683
C 3.49228 3.00139 4.58727
C 2.47857 2.51463 3.71892
C 3.10201 1.89915 2.66616
N 4.45265 1.99891 2.86216
C 4.69832 2.66513 4.03296
H 3.35140 3.53590 5.51231
H 1.41248 2.60656 3.85261
H 2.70303 1.40169 1.79718
H 5.15663 1.63884 2.24283
H 5.70660 2.84224 4.36750
C -2.22733 -0.78647 5.26218
C -2.41099 0.29966 4.36910
C -1.18042 0.86542 4.15630
N -0.26251 0.16568 4.88932
C -0.89201 -0.84642 5.56286
H -2.98904 -1.44912 5.63945
H -3.34152 0.62739 3.93165
H -0.88100 1.70411 3.54840
H 0.72295 0.36447 4.92609
H -0.33717 -1.51806 6.19615
C -2.96284 3.97863 0.42870
C -3.42901 5.22076 0.93742
C -3.53367 5.09203 2.29739
N -3.15329 3.81929 2.62965
C -2.79973 3.13783 1.49671
H -2.76869 3.73231 -0.60227
H -3.65997 6.10714 0.36964
H -3.84530 5.79218 3.05437
H -3.13489 3.44243 3.56128
H -2.46517 2.11462 1.54994
C -6.76602 -0.65350 5.92128
C -7.55964 -0.71556 4.74432
C -7.34769 0.44395 4.04724
N -6.46041 1.20595 4.75864
C -6.09791 0.54143 5.89934
H -6.69357 -1.40129 6.69398
H -8.21083 -1.52006 4.44422
H -7.74999 0.79247 3.11090
H -6.12694 2.11253 4.48468
H -5.39879 0.97667 6.59389
C -5.90073 -3.83767 -8.99312
C -6.02872 -2.72341 -9.86468
C -4.77020 -2.23081 -10.08448
N -3.88751 -3.00133 -9.37682
C -4.56864 -3.98530 -8.71289
H -6.69591 -4.45967 -8.61617
H -6.94068 -2.32943 -10.28240
H -4.42700 -1.40140 -10.67981
H -2.89323 -2.86565 -9.34945
H -4.04783 -4.70151 -8.09979
*
```

Its SMILES is BCCC(F)=C(F)F.c1cc[nH]c1.c1cc[nH]c1.c1cc[nH]c1.c1cc[nH]c1.c1cc[nH]c1.c1cc[nH]c1.c1cc[nH]c1. Its HOMO-LUMO gap is 7.70 eV. As for the energy relative to the best compared isomer or geometry (same formula, charge and spin): 0.579 eV. As for the HOMO energy: -0.3006 Ha. As for the LUMO energy: -0.48 eV.

=====

- Among the records above, which one has the highest HOMO-LUMO gap?
  C4H7NO2